The following is a quantum chemistry calculation of 7 unconnected molecules or ions with the total composition C33H32F40O11, from the Open Molecules 2025 dataset.

Summary:
**SMILES**: FC(F)C(F)(F)COC(F)(F)C(F)F.FC(F)C(F)(F)COC(F)(F)C(F)F.FC(F)C(F)(F)COC(F)(F)C(F)F.FC(F)C(F)(F)COC(F)(F)C(F)F.FC(F)C(F)(F)COC(F)(F)C(F)F.C[C@H]1COC(=O)O1.C[C@H]1COC(=O)O1
**Orbital gap**: 10.615 eV
**M**: 1364.53 u
**Electronic energy**: -165956.9661 eV

The geometry in ORCA input format:
```
! wB97M-V def2-TZVPD RIJCOSX def2/J DEFGRID3
* xyz 0 1
F -7.57985 5.42653 4.85530
C -7.83768 5.75984 6.15004
F -6.78780 6.44217 6.57167
C -9.20128 6.43962 6.43544
F -9.26306 6.86351 7.69936
F -10.16609 5.55262 6.25581
C -9.47857 7.60890 5.44564
O -9.59656 7.26573 4.04349
C -10.02261 8.34682 3.31111
F -11.18836 8.60227 3.57991
F -9.27182 9.42890 3.67286
C -9.86418 7.89565 1.81630
F -9.70448 8.87392 0.92217
F -8.86623 7.11722 1.50572
H -7.98651 4.82587 6.69192
H -8.68097 8.34240 5.56355
H -10.37888 8.01401 5.90763
H -10.73679 7.28950 1.57293
F -20.38443 -6.17452 9.98796
C -21.34086 -7.09191 10.34347
F -22.12965 -7.26829 9.26466
C -20.73729 -8.43217 10.76573
F -21.63405 -9.16302 11.55013
F -19.81697 -8.12191 11.62830
C -20.19050 -9.23264 9.48759
O -19.43522 -10.43611 9.87486
C -19.02973 -11.29870 8.79102
F -20.21528 -11.96180 8.64939
F -18.69767 -10.67346 7.68825
C -17.81723 -12.16692 9.31404
F -18.06604 -12.76773 10.48415
F -17.37686 -13.13317 8.55880
H -21.82076 -6.60060 11.18989
H -19.65556 -8.44507 8.95686
H -21.11648 -9.48214 8.96952
H -17.01562 -11.45967 9.52693
F -2.20210 0.74215 9.08974
C -1.05263 1.48032 9.00686
F -1.33147 2.35906 8.07437
C -0.70706 2.06011 10.36051
F 0.52255 2.50730 10.38925
F -0.64984 1.04838 11.21003
C -1.61274 3.21272 10.91131
O -2.76526 2.66906 11.48834
C -3.50691 3.43335 12.43593
F -2.73669 4.19503 13.17852
F -4.26179 4.17282 11.66184
C -4.29791 2.47081 13.37947
F -5.14830 3.12779 14.13761
F -4.87517 1.41169 12.80306
H -0.19645 0.97384 8.56130
H -1.82868 3.92959 10.11912
H -0.95519 3.67074 11.65019
H -3.62406 1.97999 14.08170
F -8.88338 -2.74579 8.53031
C -9.74216 -3.11954 9.48890
F -8.99816 -3.49606 10.53249
C -10.91544 -2.08054 9.93045
F -11.69746 -1.69739 8.95948
F -10.27215 -0.94149 10.35905
C -11.69793 -2.77313 11.05730
O -12.26288 -3.99124 10.66716
C -12.98977 -4.71279 11.58149
F -12.24842 -4.96141 12.70285
F -14.07945 -4.07663 11.91795
C -13.33857 -6.08603 10.92604
F -14.20154 -6.86032 11.63782
F -13.75385 -6.01282 9.69903
H -10.19765 -4.06139 9.18304
H -12.45387 -2.12137 11.49531
H -10.89839 -2.82957 11.79598
H -12.35748 -6.54256 11.05695
F -13.05950 3.87220 14.45081
C -13.10273 5.10886 14.87439
F -13.18455 5.83880 13.72263
C -14.20841 5.40160 16.02780
F -15.47706 5.10776 15.58145
F -14.27224 6.70108 16.26692
C -13.97326 4.58938 17.32726
O -12.87393 5.18017 18.09724
C -12.77281 5.04915 19.50546
F -13.74290 5.76243 19.96255
F -12.88832 3.74509 19.84916
C -11.31747 5.60338 19.86910
F -10.99366 6.75821 19.35757
F -11.15648 5.73188 21.19062
H -12.10436 5.36286 15.23055
H -13.73948 3.57525 17.00324
H -14.91700 4.46175 17.85752
H -10.53033 4.88366 19.64436
C -18.28005 -10.64631 16.55829
C -17.32960 -9.63189 17.27415
C -17.92336 -8.24760 17.44613
O -18.00004 -8.06498 18.96545
C -17.63100 -9.19955 19.52241
O -17.64438 -9.42651 20.72840
O -17.27170 -10.11572 18.62632
H -19.13266 -10.94968 17.16584
H -17.81416 -11.57475 16.22806
H -18.64558 -10.21446 15.62663
H -16.32257 -9.58338 16.85987
H -18.82785 -8.02436 16.88030
H -17.24053 -7.47173 17.09990
C -6.19218 -0.36322 3.04325
C -7.62344 -0.56185 2.45699
C -8.05808 0.36789 1.36277
O -8.97074 -0.38114 0.71174
C -8.78924 -1.71075 0.94360
O -9.25580 -2.57811 0.21832
O -7.94213 -1.82086 1.94718
H -6.16080 0.37682 3.84291
H -5.41790 -0.03459 2.35000
H -5.77375 -1.28767 3.44126
H -8.34724 -0.43309 3.26175
H -7.26839 0.67501 0.67708
H -8.56717 1.25936 1.72910
*
```